# 1
Entry from the Open Molecules 2025 dataset: a molecular structure, C19H50Cd2N3O8 in a non-equilibrium geometry (wB97M-V/def2-TZVPD).

charge	+3
HOMO	-13.654	eV
spin multiplicity	1
E_LUMO	-12.62	eV

Last column: Mulliken charge in e.
Positions of all 82 atoms, in Å:
O -1.9763 9.5894 -25.8476  -0.294
H -1.4097 2.9968 -11.6215  0.378
H -0.1555 10.3532 -26.4835  0.307
H 2.3706 5.4172 -11.7347  0.476
H -1.1285 4.6490 -13.3212  0.314
C -4.6834 6.5277 -23.3974  -0.523
C -3.2347 -7.4482 -13.3568  -0.707
H -1.6231 -3.5470 -15.6558  0.291
N 0.6253 2.4891 -12.1380  -0.126
H -5.5453 7.1936 -23.3553  0.311
C -5.1755 5.1014 -23.4103  -0.469
C -1.2966 -9.9476 -15.4308  -0.581
H -6.2349 5.1388 -23.6641  0.367
H -2.1390 3.3861 -14.0026  0.520
C 2.5505 -7.9184 -18.9009  -0.739
H -1.0566 4.8684 -15.7720  0.375
H -3.1082 6.2354 -24.8473  0.278
C -0.7787 2.7059 -12.4613  -0.853
H -3.4336 8.4693 -23.8680  0.339
C -1.7783 -9.0240 -14.2930  -0.662
H -2.3846 -6.7773 -13.2329  0.290
C -0.7273 -3.3433 -16.2424  -0.390
O -4.9317 4.4450 -22.1202  -0.314
H -3.3638 -7.9121 -12.3790  0.314
N -0.4000 -9.3000 -16.4374  -0.087
H -0.8706 -10.7782 -17.8632  0.387
C -3.6516 8.1675 -24.8924  -0.482
H -4.5803 4.6731 -24.2168  0.342
H -0.0587 8.7871 -25.9282  0.301
C -0.2626 4.1221 -15.7445  -0.837
H -4.3632 2.5529 -22.6650  0.308
H -4.9946 2.6614 -21.1257  0.271
H -1.2264 1.7365 -12.6804  0.419
H -0.6344 -4.2808 -16.7906  0.220
N -3.9476 6.7594 -24.6451  -0.189
H 3.2828 6.2025 -14.1133  0.331
H -6.1658 2.7065 -22.5223  0.300
H -1.2264 -2.6122 -16.8785  0.294
H 0.7268 4.4160 -16.0951  0.244
H 1.9545 -7.0256 -18.7113  0.277
H -0.8773 -8.4936 -13.9848  0.394
C 0.0001 -10.2436 -17.4837  -0.648
H 2.5161 -8.1093 -19.9734  0.352
H -4.6148 8.5998 -25.1632  0.262
H -0.7594 -8.4066 -16.7419  0.245
H -0.4737 3.3723 -16.5070  0.300
C 3.5670 5.1909 -13.8233  -0.894
H 4.0598 -8.1340 -15.5898  0.325
H -0.8270 9.0588 -27.5157  0.307
H -3.9852 6.7708 -22.5965  0.433
H -0.6519 -10.7060 -14.9865  0.388
H 3.6100 -7.7855 -18.6820  0.256
H 0.6745 1.7054 -11.5027  0.345
H -4.0903 -6.8435 -13.6578  0.277
H 4.3036 5.2939 -13.0265  0.389
C -2.5686 8.2296 -25.9820  -0.456
H 0.9680 -10.2118 -19.4069  0.424
O 3.6904 -8.0054 -14.7162  -0.638
H 0.6728 -10.9732 -17.0329  0.364
O -0.0757 3.4808 -14.5752  -0.227
Cd 2.5529 1.1118 -14.6127  0.804
H -3.0167 8.0462 -26.9586  0.410
H -1.9314 -9.7040 -13.4551  0.392
C 0.8075 -9.4930 -18.6034  -0.684
C -1.1404 3.6016 -13.6228  -0.587
O -2.9851 -8.2524 -14.5164  -0.320
H 4.1603 4.7016 -14.5957  0.279
H -1.8911 7.4080 -25.7497  0.360
O 0.3834 -3.0440 -15.4428  -0.287
C -5.1952 3.0178 -22.1361  -0.715
O 2.1119 -9.0209 -18.1936  -0.288
H 0.8937 4.0033 -10.5744  0.419
H 0.1956 -8.7755 -19.1501  0.453
O 2.4944 4.3241 -13.5329  -0.189
C 1.3850 3.6567 -11.4836  -0.990
H 2.8324 -8.4282 -14.7538  0.310
H -2.2027 -10.3405 -15.8920  0.373
C 1.7328 4.8526 -12.4147  -0.286
C -0.7332 9.4290 -26.4948  -0.753
H 2.3068 3.2719 -11.0473  0.419
H 0.8029 5.3958 -12.5835  0.161
Cd 4.6273 -4.2718 -13.0229  0.520

Cartesian forces (eV/Å) of the 6 atoms listed first:
O -0.402 -3.179 -0.823
H 0.335 0.493 0.556
H -0.568 0.379 -0.267
H 0.135 0.542 -0.435
H -0.267 0.186 0.154
C 0.317 -0.204 -0.966


# 2
Entry from the Open Molecules 2025 dataset: 2 unconnected molecules or ions with the total composition C8H18N in a non-equilibrium geometry (wB97M-V/def2-TZVPD).

charge	+1
HOMO	-12.739	eV
spin multiplicity	1
energy above the lowest of the compared OMol25 structures with the same formula, charge and spin	76.4	kcal per mole
E_LUMO	-4.60	eV

Last column: Mulliken charge in e.
Positions of all 27 atoms, in Å:
H 0.8803 -1.7480 -0.8895  0.321
H -0.5325 1.8382 -2.0949  0.404
C -1.5827 -1.4131 2.2057  -1.373
H 1.8714 1.4591 0.2561  0.458
C -0.3459 1.5514 -1.0824  -1.190
H -1.2046 -1.7708 3.2224  0.369
H 0.8190 -1.9527 -3.2356  0.472
H 0.4083 -0.2934 -3.6195  0.307
C 0.1269 0.2273 1.2734  -1.014
N -1.5933 0.8766 2.8582  -0.351
H -2.3397 0.4872 3.5108  0.278
H 1.9939 -0.8811 -2.7766  0.369
H -1.5444 1.1768 -0.8401  0.262
H -1.2692 1.7890 3.0145  0.225
H 2.3067 1.3880 -1.6183  0.385
H 2.5636 0.0151 -0.4653  0.366
C 0.9057 -0.9869 -2.8488  -1.449
H 0.6459 1.2042 1.3607  0.453
H -0.0503 2.3512 -0.4051  0.371
C 0.6002 0.4156 -0.8608  0.628
H 0.6886 -0.6708 1.1000  0.387
C 0.3080 -0.9591 -1.4572  -0.280
H -0.7405 -1.1939 -1.6561  0.371
H -2.7340 -1.6076 2.1771  0.385
C 1.9728 0.8905 -0.6649  -1.251
C -1.0018 -0.0632 2.0936  0.808
H -1.1522 -2.1297 1.4428  0.288

Cartesian forces (eV/Å) of the 6 atoms listed first:
H -0.978 0.687 -0.301
H 0.771 0.437 -0.903
C -0.372 -2.741 0.379
H 1.144 0.798 -0.636
C -4.220 -1.805 1.369
H -0.626 0.107 -1.178


# 3
Entry from the Open Molecules 2025 dataset: C12H10BrN3 in the gas phase in a non-equilibrium geometry (wB97M-V/def2-TZVPD).

charge	0
HOMO	-8.372	eV
spin multiplicity	1
energy above the lowest of the compared OMol25 structures with the same formula, charge and spin	0.0	kcal per mole
E_LUMO	-0.45	eV

Last column: Mulliken charge in e.
Positions of all 26 atoms, in Å:
H 2.4906 -3.2958 3.1868  0.392
H 4.5379 0.1810 1.5951  0.349
H -0.7242 -1.1350 0.3563  0.423
C -1.1990 0.9793 -1.1722  1.046
H 0.8770 1.2703 -0.6832  0.113
C 1.3901 -2.0635 1.8049  -0.378
C 2.5388 -2.4254 2.5601  -0.538
H 4.5734 -1.9577 2.9690  0.380
H -5.3566 0.5165 -1.5215  0.260
C -1.1838 2.0172 -2.0978  -0.502
C -2.3832 2.3256 -2.6892  0.036
H -4.4659 -0.3417 -0.2748  0.253
C 0.1745 -0.5561 0.2187  -0.536
C 3.6989 -1.6443 2.4296  -0.450
N -4.5571 0.0480 -1.1988  -0.444
C -3.4029 0.7215 -1.4921  0.391
C 2.5504 -0.1434 0.9059  -0.486
C 0.0454 0.6091 -0.5334  -0.325
Br 0.3632 3.0622 -2.6294  -0.183
N -3.5174 1.6982 -2.3580  -0.637
H 2.6266 0.7539 0.3401  0.311
H 0.4755 -2.6609 1.9329  0.315
C 1.3926 -0.9389 0.9788  0.991
H -2.3029 3.1324 -3.4364  0.314
N -2.3160 0.3302 -0.8534  -0.522
C 3.6742 -0.4826 1.6617  -0.574

Cartesian forces (eV/Å) of the 6 atoms listed first:
H 0.166 -0.197 0.174
H -0.105 -0.346 0.121
H -0.073 -0.317 -0.061
C 0.933 -0.055 0.397
H 0.208 0.071 -0.020
C 0.523 -0.423 0.896